# 1
# C4H7I

A 2-piece molecular cluster, C4H7I overall (ωB97M-V/def2-TZVPD, OMol25).

* frontier orbital gap: 0.2780 Ha

Geometry as XYZ:
```
12
C4H7I ωB97M-V/def2-TZVPD
C 0.56504 -1.57772 0.20497
C -1.06441 0.69336 -0.48408
C 1.70820 -1.65835 -0.41293
C -0.81925 2.03258 0.10691
I -2.89597 -0.21027 0.04580
H 0.69806 -1.14331 1.23025
H 1.81083 -2.11260 -1.30142
H 2.58794 -1.21696 -0.02358
H -0.31540 -2.04592 -0.05989
H -1.49244 2.40541 0.78744
H 0.14824 2.14671 0.65258
H -0.93083 2.68707 -0.74605
```

---

# 2
# C23H34N2O3

One molecule with the formula C23H34N2O3 (ωB97M-V/def2-TZVPD, OMol25).

* SMILES: COc1cccc(CN2C[C@@H](C(=O)N(C)CCCC3CCCC3)CCC2=O)c1
* frontier orbital gap: 0.3342 Ha

Geometry as XYZ:
```
62
C23H34N2O3 ωB97M-V/def2-TZVPD
C -7.03373 -0.34834 1.81145
O -6.77248 1.00547 1.52544
C -5.82200 1.29990 0.59844
C -5.61094 2.65861 0.34900
C -4.66900 3.05539 -0.57478
C -3.91720 2.11352 -1.26180
C -4.12213 0.76508 -1.02432
C -3.30691 -0.29509 -1.71791
N -2.49049 -1.02014 -0.76519
C -1.37201 -0.35959 -0.14205
C -0.11672 -1.23334 -0.30708
C 1.04257 -0.54008 0.40957
O 1.24830 -0.73151 1.59356
N 1.78565 0.33040 -0.31367
C 1.64340 0.55053 -1.73453
C 2.91967 0.96415 0.33558
C 4.23996 0.26803 0.00093
C 5.41040 0.92438 0.72841
C 6.73274 0.20042 0.49010
C 7.88785 0.80029 1.30658
C 9.17160 0.52350 0.50313
C 8.71449 -0.13106 -0.80811
C 7.25008 0.27403 -0.94754
C -0.37988 -2.62164 0.30066
C -1.85765 -2.84451 0.63956
C -2.78651 -2.29431 -0.42050
O -3.71401 -2.91597 -0.90303
C -5.07252 0.35907 -0.09403
H -7.38294 -0.88677 0.92510
H -6.14974 -0.85205 2.21522
H -7.82045 -0.34344 2.56416
H -6.20193 3.37798 0.89298
H -4.51416 4.10752 -0.76210
H -3.18180 2.43197 -1.98663
H -3.96421 -1.03667 -2.18164
H -2.66626 0.14898 -2.48723
H -1.23931 0.61713 -0.61145
H -1.55414 -0.19345 0.92665
H 0.09241 -1.33730 -1.37261
H 2.27355 1.39162 -2.01678
H 1.95771 -0.32074 -2.31668
H 0.61473 0.79928 -1.99684
H 2.74158 0.90878 1.41125
H 2.95570 2.01593 0.03618
H 4.41111 0.30207 -1.07664
H 4.16427 -0.77902 0.30045
H 5.50338 1.96375 0.40262
H 5.20074 0.93003 1.80052
H 6.61051 -0.85278 0.76251
H 7.93165 0.37211 2.30687
H 7.73478 1.87510 1.41376
H 9.69980 1.45492 0.29962
H 9.85347 -0.12802 1.04815
H 9.31760 0.18415 -1.65855
H 8.78375 -1.21709 -0.72889
H 6.70656 -0.37931 -1.62839
H 7.17599 1.30021 -1.31282
H 0.20647 -2.72021 1.21644
H -0.05059 -3.39182 -0.39807
H -2.09780 -2.33975 1.57895
H -2.06377 -3.90723 0.76575
H -5.20940 -0.69889 0.06573
```

---

# 3
# C3CsF9O9S3

C3CsF9O9S3 as an isolated structure (ωB97M-V/def2-TZVPD, OMol25).

* total charge: -2
* frontier orbital gap: 0.3089 Ha

Geometry as XYZ:
```
25
C3CsF9O9S3 ωB97M-V/def2-TZVPD
Cs 0.46311 -1.30985 0.82652
C -3.86319 -2.58673 -1.62258
F -4.18462 -1.35447 -1.23778
F -4.96422 -3.15684 -2.12223
F -2.97283 -2.48197 -2.63468
S -3.15923 -3.55930 -0.22951
O -1.98405 -2.77808 0.11798
O -4.20073 -3.55481 0.75843
O -2.88441 -4.82991 -0.86973
C 4.67813 1.14419 -0.76831
F 3.70081 2.05206 -0.97225
F 4.59293 0.25395 -1.77687
F 5.85470 1.77199 -0.90298
S 4.54059 0.29374 0.85948
O 5.49688 -0.77665 0.71850
O 4.88844 1.32990 1.79477
O 3.14387 -0.10928 0.89582
C -0.57366 2.82633 0.36434
F -0.21533 4.03015 0.81736
F -1.08433 2.99266 -0.86748
F 0.53902 2.08385 0.23281
S -1.79179 2.03803 1.50797
O -1.77808 0.62996 1.14052
O -1.23711 2.31467 2.80756
O -3.00490 2.73643 1.16232
```

---

# 4
# C16H21FNO5PS3

One molecule with the formula C16H21FNO5PS3 (ωB97M-V/def2-TZVPD, OMol25).

* SMILES: CCP(CC)c1c(CCCOC)c(S)c(S(=O)(=O)F)c2c1C(=O)N(S)C2=O
* frontier orbital gap: 0.2601 Ha

Geometry as XYZ:
```
48
C16H21FNO5PS3 ωB97M-V/def2-TZVPD
C 1.72962 -1.55239 3.49647
C 1.44436 -2.55094 2.26630
P 0.04619 -1.92578 1.11279
C -0.03338 -3.14547 -0.35740
C -1.36190 -4.08251 -0.28376
C 0.57660 -0.26637 0.38104
C -0.23061 1.07347 0.54235
C -1.57952 0.99517 1.38094
C -2.90496 1.39335 0.57383
C -3.25250 0.43956 -0.66932
O -4.71076 0.27834 -0.73701
C -5.36113 1.55645 -0.91389
C 0.32525 2.41189 -0.07844
S -0.63292 3.99252 0.18071
C 1.67810 2.46400 -0.87963
S 2.39758 3.99334 -1.60424
O 3.90340 3.83050 -1.55277
O 2.06733 5.24945 -0.86035
F 1.91445 4.04201 -3.21997
C 2.43107 1.12744 -1.03263
C 1.90842 -0.19160 -0.40813
C 3.00532 -1.28171 -0.76468
O 2.97827 -2.52485 -0.79132
N 4.24737 -0.51629 -1.09703
S 5.26289 -1.52103 -2.13843
C 3.78318 0.73437 -1.77065
O 4.39535 1.23413 -2.72665
H 2.09653 -2.16986 4.40206
H 2.57525 -0.80032 3.28991
H 0.79485 -1.00093 3.85576
H 1.17005 -3.58471 2.68869
H 2.43855 -2.66364 1.70304
H -0.04689 -2.61490 -1.37324
H 0.85693 -3.88189 -0.35427
H -1.87822 -4.05919 -1.31096
H -1.11686 -5.15596 0.02551
H -2.06023 -3.56829 0.47820
H -1.77337 -0.00482 1.88706
H -1.47515 1.76777 2.23664
H -2.94341 2.46935 0.20517
H -3.78167 1.28579 1.32038
H -2.96116 0.98288 -1.64394
H -2.80980 -0.60937 -0.60165
H -5.60000 2.01851 0.12043
H -4.74419 2.32446 -1.48927
H -6.38756 1.40292 -1.41512
H -1.30379 3.89051 1.39350
H 4.92309 -1.28531 -3.46597
```

---

no.,HOMO energy (eV),M (g/mol)
1,-8.320,182.00
2,-8.569,386.54
3,-4.429,580.11
4,-8.962,453.52